Entry a
{"formula": "C5H13N", "method": "ωB97M-V/def2-TZVPD", "species": ["C", "C", "N", "C", "C", "C", "H", "H", "H", "H", "H", "H", "H", "H", "H", "H", "H", "H", "H"], "xyz": [[1.64457, -0.51688, 1.20907], [0.19608, -0.77921, 0.94819], [-0.46790, 0.31571, 0.17101], [-1.80067, 0.73552, 0.83886], [-0.67142, 0.00441, -1.20227], [0.76505, 0.39701, -1.91867], [2.06911, -1.49797, 1.67171], [2.19353, -0.34832, 0.28812], [1.81201, 0.38321, 1.95093], [-0.48057, -0.93202, 1.79291], [0.33499, -1.61257, 0.20246], [-2.04490, 0.18629, 1.77293], [-2.65465, 0.68214, 0.16248], [-1.57768, 1.83972, 1.10247], [-1.41290, 0.73370, -1.50165], [-1.13381, -1.01299, -1.50775], [0.51504, 0.79711, -2.89562], [1.44250, -0.41696, -1.94743], [1.27161, 1.04209, -1.13775]], "gap_ev": 9.53, "e_homo_ev": -8.34, "smiles": "CCN(C)CC"}

Entry b
{"formula": "C5H13N", "method": "ωB97M-V/def2-TZVPD", "species": ["C", "C", "C", "C", "C", "N", "H", "H", "H", "H", "H", "H", "H", "H", "H", "H", "H", "H", "H"], "xyz": [[-0.31871, 1.41521, 1.08645], [-0.42558, -1.17212, -0.99010], [1.52410, -0.03423, 1.57227], [-0.83579, 2.51496, 0.22758], [-0.23167, -2.60035, -1.47674], [0.94981, 1.05446, 1.06219], [1.52299, 1.57340, 0.39919], [-0.99171, 0.86716, 1.72282], [-1.48190, -0.90660, -1.00242], [0.08447, -0.47193, -1.64943], [2.58323, -0.15362, 1.46105], [1.03142, -0.55753, 2.37019], [0.06169, -1.04977, 0.01474], [-0.01916, 3.02185, -0.28710], [-1.37739, 3.25659, 0.81665], [-1.52759, 2.13472, -0.53111], [-0.59536, -2.72032, -2.49925], [-0.77694, -3.30297, -0.84514], [0.82409, -2.86891, -1.45183]], "gap_ev": 7.55, "e_homo_ev": -6.46}

Here is how they stack up, most stable first: entry a, entry b.

Entry a
{"formula": "C5H13N", "method": "ωB97M-V/def2-TZVPD", "species": ["C", "N", "C", "C", "C", "C", "H", "H", "H", "H", "H", "H", "H", "H", "H", "H", "H", "H", "H"], "xyz": [[-2.28492, 0.20521, 0.08336], [-1.32138, 1.25507, -0.14674], [0.02508, 0.94463, -0.69210], [0.61033, -0.36053, -0.17402], [0.62524, -0.58995, 1.31157], [1.95047, -0.62209, -0.89277], [-3.17828, 0.71417, 0.44761], [-2.58789, -0.29389, -0.83927], [-2.05013, -0.57856, 0.81946], [-1.19008, 1.79768, 0.67707], [-0.05161, 1.05696, -1.76818], [0.69987, 1.70526, -0.27188], [-0.04035, -1.16049, -0.56692], [-0.05375, -1.39803, 1.59358], [1.60494, -0.84441, 1.72901], [0.28733, 0.22995, 1.95447], [2.15416, -0.04278, -1.79180], [2.80245, -0.35243, -0.26223], [1.99851, -1.66578, -1.21022]], "gap_ev": 9.63, "e_homo_ev": -8.57, "smiles": "CNCC(C)C"}

Entry b
{"formula": "C5H13N", "method": "ωB97M-V/def2-TZVPD", "species": ["C", "C", "N", "C", "C", "C", "H", "H", "H", "H", "H", "H", "H", "H", "H", "H", "H", "H", "H"], "xyz": [[-2.36736, -1.22119, -0.09856], [-1.00399, -1.17152, 0.59682], [-0.39184, 0.14932, 0.55776], [0.96985, 0.24341, 0.01146], [0.95034, 0.75609, -1.44285], [1.77441, 1.14690, 0.96319], [-2.24135, -0.72144, -1.06627], [-2.79417, -2.19860, -0.29619], [-3.08878, -0.65416, 0.48684], [-0.32879, -1.88538, 0.12160], [-1.15397, -1.46591, 1.63077], [-0.97803, 0.91742, 0.27268], [1.48311, -0.71440, 0.02358], [1.58452, 1.63808, -1.57590], [-0.05318, 1.04690, -1.73861], [1.32312, 0.01141, -2.14881], [2.30248, 1.96898, 0.46730], [2.62932, 0.58316, 1.34931], [1.38432, 1.57093, 1.88588]], "gap_ev": 9.36, "e_homo_ev": -8.18, "smiles": "CCNC(C)C"}

Here is how they stack up, most stable first: entry a, entry b.